A single C6H10Cl2 molecule at a distorted geometry. Source: the Open Molecules 2025 dataset; level of theory: ωB97M-V/def2-TZVPD.

- Relative energy (zero: lowest compared OMol25 entry of this formula, charge and spin): 163.1 kJ/mol
- LUMO level: 0.84 eV

Last column: natural (NBO) charge in e.
Geometry (Å):
1 C 0.2808 1.8830 -0.6965  -0.4451
2 C 0.1292 0.4675 -0.2036  -0.0337
3 C -1.1114 1.3526 -0.5524  -0.0483
4 C 0.2150 0.1228 1.2919  -0.5967
5 C 0.4459 -0.8069 -1.0088  -0.6022
6 C -1.9565 1.2829 -1.9081  -0.3677
7 Cl -2.2675 2.1345 0.6067  -0.0456
8 Cl -1.4230 0.0331 -3.1244  -0.0835
9 H 0.5238 2.8108 0.0210  0.2358
10 H 0.6519 2.0421 -1.7395  0.2294
11 H -0.5838 -0.5520 1.5029  0.2192
12 H 0.1982 1.1438 1.9259  0.2177
13 H 1.1921 -0.3534 1.4649  0.2102
14 H 1.2718 -1.2297 -0.5215  0.2088
15 H 0.6888 -0.6114 -1.9907  0.2209
16 H -0.5162 -1.3755 -1.0209  0.2262
17 H -1.8016 2.2754 -2.3642  0.2180
18 H -3.0516 1.0934 -1.7101  0.2367

Forces on atoms 1 to 3 (eV/Å):
C 0.8 2.3 0.8
C -1.6 0.2 1.0
C -0.6 -0.4 -2.2